8
Properties=species:S:1:pos:R:3:forces:R:3:mulliken_charge:R:1 method="wB97M-V/def2-TZVPD" energy_ev=-73667.2474 homo_lumo_gap_ev="8.40 / 8.40" de_lowest_kcal_mol=86.36 homo_ev="-8.4 / -8.4" charge=0
C 1.021821 -0.807103 0.120499 0.67 -0.09 -0.11 -0.700
C 0.067796 -1.366819 -1.999029 -1.41 0.02 -2.02 -0.093
N 0.644127 -1.363653 -0.945704 0.44 0.94 1.90 0.093
Br 0.170124 -2.820828 -3.116896 0.19 -0.97 -0.77 -0.096
H 0.433796 -0.850789 0.993248 -0.44 -0.58 0.99 0.355
H 1.756303 -0.041002 0.044180 0.99 0.05 0.13 0.389
H -0.013040 0.844921 -0.113763 -0.63 1.21 0.20 -0.275
H -0.290433 1.522026 0.124096 0.19 -0.59 -0.32 0.327

8
Properties=species:S:1:pos:R:3:forces:R:3:lowdin_spin:R:1 method="wB97M-V/def2-TZVPD" multiplicity=3 energy_ev=-73664.2470 homo_lumo_gap_ev="6.56 / 6.60" de_lowest_kcal_mol=55.77 homo_ev="-5.7 / -11.5" charge=0
C 2.489169 -0.445297 0.404142 -4.02 -0.89 -0.08 0.494
C -1.591430 0.105382 -0.312819 1.48 4.04 0.49 0.002
N 2.425320 -1.445479 -0.143265 1.27 -5.19 -3.00 0.422
Br 2.911524 1.079183 1.204828 2.73 6.08 3.08 1.080
H -1.356705 0.424147 0.746521 -0.52 -0.32 -1.01 0.001
H -2.556625 0.530712 -0.619102 0.19 -0.45 0.22 0.000
H -0.792513 0.680873 -0.934591 -1.25 -1.46 0.81 0.001
H -1.528740 -0.929523 -0.345713 0.12 -1.81 -0.51 0.000

Repeat the first record exactly.
8
Properties=species:S:1:pos:R:3:forces:R:3:mulliken_charge:R:1 method="wB97M-V/def2-TZVPD" energy_ev=-73667.2474 homo_lumo_gap_ev="8.40 / 8.40" de_lowest_kcal_mol=86.36 homo_ev="-8.4 / -8.4" charge=0
C 1.021821 -0.807103 0.120499 0.67 -0.09 -0.11 -0.700
C 0.067796 -1.366819 -1.999029 -1.41 0.02 -2.02 -0.093
N 0.644127 -1.363653 -0.945704 0.44 0.94 1.90 0.093
Br 0.170124 -2.820828 -3.116896 0.19 -0.97 -0.77 -0.096
H 0.433796 -0.850789 0.993248 -0.44 -0.58 0.99 0.355
H 1.756303 -0.041002 0.044180 0.99 0.05 0.13 0.389
H -0.013040 0.844921 -0.113763 -0.63 1.21 0.20 -0.275
H -0.290433 1.522026 0.124096 0.19 -0.59 -0.32 0.327